Record 1
Below is an isolated molecule of C4H3ClF2O, with properties calculated with ωB97M-V/def2-TZVPD.

highest occupied orbital energy	-10.7	eV
Kohn-Sham gap	11.15	eV
SMILES	C#C[C@H](O)C(F)(F)Cl
max |F|	0.0868	hartree/bohr
energy	-889.2869	hartree
relative energy (zero: lowest compared OMol25 entry of this formula, charge and spin)	47.5	kcal per mole

Structure (XYZ):
```
11
Properties=species:S:1:pos:R:3:mulliken_charge:R:1
C 2.081 -1.172 0.167 0.045
C 1.237 -0.385 -0.138 -0.756
C 0.007 0.372 -0.210 -0.060
C -1.334 -0.264 -0.037 0.727
O 0.055 1.487 0.637 -0.533
F -1.406 -0.766 1.250 -0.257
F -1.392 -1.414 -0.735 -0.225
Cl -2.585 0.813 -0.236 -0.119
H 2.956 -1.745 0.295 0.475
H 0.079 0.751 -1.200 0.372
H 0.301 2.323 0.207 0.331
```

***

Record 2
Below is C28H20ClN3O2S5SeW as an isolated structure, with properties calculated with ωB97M-V/def2-TZVPD.

highest occupied orbital energy (spin up / spin down)	-6.9 / -6.9	eV
Kohn-Sham gap (spin up / spin down)	6.33 / 6.36	eV
max |F|	0.0110	hartree/bohr
energy	-6313.5356	hartree

Structure (XYZ):
```
61
Properties=species:S:1:pos:R:3:mulliken_charge:R:1
W 0.138 0.102 -1.617 1.221
S -2.073 6.656 0.937 -0.234
C -1.449 5.256 0.363 0.118
S -1.240 4.902 -1.319 -0.115
C -0.660 3.264 -1.139 0.469
C -0.577 2.804 0.118 0.136
S -0.090 1.174 0.487 -0.504
S -1.005 3.922 1.388 -0.045
S -0.191 2.292 -2.501 -0.541
C -0.898 -4.215 -0.654 -0.541
C 0.085 -4.536 0.279 -1.038
C 1.075 -3.611 0.544 -0.633
C 1.069 -2.361 -0.083 1.054
C 0.037 -1.965 -0.966 -0.219
C -0.911 -2.964 -1.255 0.002
C 2.171 -1.418 0.083 1.366
C 3.276 -1.664 0.932 -1.450
C 4.295 -0.778 0.999 -0.974
C 4.283 0.373 0.181 1.173
C 5.349 1.294 0.164 -0.909
C 5.316 2.378 -0.665 -0.590
C 4.211 2.572 -1.512 -0.947
C 3.157 1.698 -1.510 -0.404
C 3.162 0.578 -0.655 0.228
N 2.098 -0.305 -0.640 -0.104
H -1.659 -4.944 -0.913 0.428
H 0.093 -5.505 0.763 0.410
H 1.864 -3.880 1.235 0.345
H -1.701 -2.746 -1.962 0.434
H 3.292 -2.557 1.536 0.388
H 5.136 -0.943 1.664 0.427
H 6.195 1.119 0.820 0.398
H 6.136 3.085 -0.677 0.396
H 4.190 3.423 -2.181 0.450
H 2.323 1.861 -2.172 0.400
Cl 1.490 0.327 -6.349 -0.192
C 0.755 -1.044 -5.475 -0.609
C 0.527 -0.657 -4.047 0.241
O 1.486 -0.506 -3.233 -0.557
O -0.643 -0.451 -3.598 -0.568
H 1.444 -1.881 -5.529 0.301
H -0.190 -1.285 -5.948 0.390
C -4.169 1.848 0.655 -1.063
N -3.495 0.632 1.091 0.362
C -2.805 -0.213 0.315 -0.287
Se -2.542 -0.088 -1.536 -0.128
N -2.323 -1.191 1.091 0.389
C -2.632 -0.942 2.417 0.509
C -2.322 -1.611 3.592 -0.660
C -2.805 -1.060 4.766 -0.583
C -3.570 0.112 4.767 -0.579
C -3.880 0.775 3.592 -0.666
C -3.391 0.223 2.418 0.369
H -3.908 2.031 -0.383 0.310
H -3.831 2.683 1.264 0.370
H -5.248 1.731 0.750 0.328
H -1.745 -1.932 0.710 -0.007
H -1.726 -2.514 3.587 0.493
H -2.585 -1.546 5.708 0.397
H -3.924 0.510 5.709 0.398
H -4.465 1.686 3.593 0.447
```

***

Record 3
Below is a 4-piece molecular cluster, C17H16F25N4O4 overall, with properties calculated with ωB97M-V/def2-TZVPD.

charge	+1
highest occupied orbital energy	-13.1	eV
Kohn-Sham gap	10.15	eV
max |F|	0.0285	hartree/bohr
energy	-3673.7216	hartree

Structure (XYZ):
```
66
Properties=species:S:1:pos:R:3:mulliken_charge:R:1
N -0.075 -7.431 -0.554 -0.331
C -1.323 -6.965 -0.600 0.411
N -2.429 -7.699 -0.506 -0.581
C -3.438 -6.841 -0.634 0.634
O -4.701 -7.166 -0.629 -0.433
N -3.020 -5.596 -0.792 -0.086
N -1.652 -5.682 -0.781 0.248
F -0.861 -4.633 -0.950 0.055
H 0.063 -8.396 -0.305 0.245
H 0.685 -6.826 -0.822 0.224
H -4.826 -7.986 -0.123 0.393
H -3.568 -4.748 -0.897 0.199
C -1.348 0.806 1.703 -0.739
C -0.120 1.497 1.080 0.852
C -0.352 2.419 -0.119 0.114
F -0.850 1.739 -1.175 -0.238
F 0.833 2.946 -0.497 -0.261
F 0.821 0.570 0.786 -0.237
F 0.395 2.294 2.055 -0.243
O -1.582 -0.559 1.355 -0.396
C -2.328 -0.919 0.265 0.642
C -1.493 -1.713 -0.737 0.336
F -0.455 -0.987 -1.185 -0.203
F -2.250 -2.063 -1.808 -0.295
F -2.941 0.124 -0.312 -0.278
F -3.303 -1.766 0.699 -0.319
H -1.130 0.762 2.768 0.394
H -2.249 1.410 1.614 0.373
H -1.031 3.235 0.142 0.243
H -1.099 -2.611 -0.275 0.264
C 1.443 -1.746 -4.677 -1.046
C 1.241 -2.751 -3.526 0.996
C 1.990 -2.474 -2.219 0.225
F 3.316 -2.522 -2.393 -0.222
F 1.664 -3.442 -1.303 -0.265
F 1.497 -4.005 -3.962 -0.302
F -0.094 -2.718 -3.223 -0.240
O 2.346 -2.093 -5.712 -0.405
C 3.693 -1.789 -5.645 0.825
C 4.556 -3.052 -5.671 0.182
F 4.268 -3.847 -4.617 -0.218
F 5.857 -2.702 -5.592 -0.249
F 3.981 -1.002 -4.591 -0.284
F 3.993 -1.085 -6.755 -0.296
H 0.479 -1.716 -5.183 0.475
H 1.613 -0.735 -4.308 0.406
H 1.713 -1.506 -1.799 0.174
H 4.384 -3.610 -6.594 0.247
C 0.443 6.027 5.628 -0.761
C -0.713 5.095 5.219 0.866
C -0.560 4.299 3.923 0.200
F -0.469 5.099 2.845 -0.257
F -1.659 3.513 3.744 -0.281
F -1.872 5.787 5.205 -0.273
F -0.820 4.160 6.207 -0.331
O 0.308 7.414 5.364 -0.382
C 0.707 7.975 4.168 0.787
C -0.466 8.620 3.427 0.192
F -1.412 7.702 3.139 -0.210
F -0.020 9.144 2.263 -0.251
F 1.371 7.097 3.391 -0.276
F 1.574 8.966 4.467 -0.297
H 0.460 5.977 6.716 0.434
H 1.410 5.643 5.301 0.342
H 0.317 3.651 3.964 0.263
H -0.911 9.410 4.035 0.243
```

***

Record 4
Below is a 2-piece molecular cluster, C26H27F3NOS overall, with properties calculated with ωB97M-V/def2-TZVPD.

charge	+1
highest occupied orbital energy	-10.1	eV
Kohn-Sham gap	5.33	eV
max |F|	0.0488	hartree/bohr
energy	-1834.3699	hartree
relative energy (zero: lowest compared OMol25 entry of this formula, charge and spin)	17.8	kcal per mole

Structure (XYZ):
```
59
Properties=species:S:1:pos:R:3:mulliken_charge:R:1
C -5.044 -0.891 1.384 -0.951
N -4.301 -0.453 2.553 0.228
C -4.969 -0.774 3.801 -0.957
C -2.919 -0.152 2.487 -0.284
C -2.493 1.202 2.452 -0.361
C -1.144 1.502 2.340 -0.177
C -0.195 0.476 2.284 -0.202
C 1.260 0.776 1.929 0.787
C 2.289 0.852 2.948 -0.517
S 3.825 0.165 2.537 0.877
C 4.171 -1.066 3.812 -1.123
C 3.733 -0.836 1.052 -1.152
O 1.539 1.055 0.736 -0.681
C -0.603 -0.856 2.384 -0.732
C -1.952 -1.179 2.462 -0.461
H -4.660 -0.398 0.481 0.282
H -4.988 -1.986 1.254 0.310
H -6.095 -0.615 1.540 0.333
H -4.514 -0.221 4.631 0.288
H -6.021 -0.485 3.692 0.333
H -4.927 -1.854 4.014 0.308
H -3.262 1.979 2.498 0.431
H -0.833 2.542 2.293 0.223
H 2.007 1.007 3.995 0.655
H 5.258 -1.051 3.953 0.378
H 3.664 -0.762 4.732 0.361
H 3.840 -2.044 3.451 0.363
H 4.743 -0.822 0.624 0.422
H 3.455 -1.856 1.319 0.447
H 3.034 -0.377 0.354 0.338
H 0.168 -1.621 2.374 0.378
H -2.282 -2.218 2.503 0.447
F 5.639 3.671 -3.209 -0.245
C 6.468 3.684 -2.115 0.780
F 7.425 2.732 -2.339 -0.269
F 7.095 4.908 -2.104 -0.238
C 5.702 3.464 -0.844 0.417
C 6.104 2.486 0.064 -0.920
C 5.403 2.342 1.253 -0.504
C 4.213 3.073 1.511 0.932
C 3.431 2.834 2.701 -0.993
C 2.211 3.577 2.987 1.111
C 1.969 3.982 4.319 -0.490
C 0.915 4.836 4.625 -0.762
C 0.084 5.310 3.598 -0.505
C 0.230 4.828 2.293 -0.897
C 1.265 3.932 1.997 -0.562
C 3.890 4.100 0.585 -0.416
C 4.594 4.266 -0.591 -1.361
H 6.984 1.870 -0.134 0.495
H 5.810 1.656 2.004 0.674
H 3.998 2.519 3.592 0.789
H 2.650 3.629 5.098 0.393
H 0.768 5.158 5.660 0.418
H -0.727 5.995 3.826 0.430
H -0.430 5.162 1.480 0.412
H 1.346 3.505 0.992 0.597
H 3.074 4.794 0.768 0.684
H 4.317 5.040 -1.300 0.438
```

***

Record 5
Below is C2H3BrClF as an isolated structure, with properties calculated with ωB97M-V/def2-TZVPD.

highest occupied orbital energy	-9.1	eV
Kohn-Sham gap	8.13	eV
max |F|	0.0801	hartree/bohr
energy	-3211.9341	hartree
relative energy (zero: lowest compared OMol25 entry of this formula, charge and spin)	85.4	kcal per mole

Structure (XYZ):
```
8
Properties=species:S:1:pos:R:3:mulliken_charge:R:1
C 0.179 -0.198 0.075 -0.409
C -1.561 -1.403 -3.267 -0.001
F 0.886 -1.161 -0.629 -0.264
Cl -1.308 -3.028 -3.312 0.018
Br -0.786 -0.392 -4.633 -0.024
H -0.849 -0.582 0.440 0.192
H 0.726 0.267 0.783 0.301
H 0.083 0.558 -0.658 0.186
```

***

Record 6
Below is a 2-piece molecular cluster, C13H23FN5O4 overall, with properties calculated with ωB97M-V/def2-TZVPD.

charge	+1
highest occupied orbital energy	-12.8	eV
Kohn-Sham gap	10.02	eV
max |F|	0.0075	hartree/bohr
energy	-1183.4503	hartree

Structure (XYZ):
```
46
Properties=species:S:1:pos:R:3:mulliken_charge:R:1
C -0.332 -2.705 1.629 -1.689
C -0.659 -1.312 1.087 0.713
C 0.506 -0.364 1.383 -1.676
C -1.108 -1.408 -0.385 1.256
C -2.381 -2.270 -0.474 -1.678
C -1.397 -0.065 -1.053 -1.302
O -0.254 0.718 -1.515 -0.299
N 0.521 0.054 -2.437 0.359
C 1.865 -0.289 -2.006 -0.600
C 2.585 0.934 -1.454 -0.246
N 2.611 1.967 -2.166 -0.535
C 0.036 -0.058 -3.659 0.482
N -1.190 0.353 -4.051 -0.438
C -1.248 0.077 -5.333 -0.136
N -0.138 -0.498 -5.783 -0.229
N 0.703 -0.604 -4.704 0.102
H 0.258 -3.276 0.900 0.381
H -1.228 -3.286 1.860 0.367
H 0.255 -2.636 2.548 0.417
H -1.529 -0.939 1.644 0.317
H 1.468 -0.854 1.191 0.284
H 0.475 -0.132 2.450 0.391
H 0.450 0.577 0.837 0.375
H -0.326 -1.932 -0.957 0.091
H -2.136 -3.323 -0.623 0.361
H -3.030 -1.959 -1.296 0.436
H -2.968 -2.197 0.445 0.350
H -2.056 -0.183 -1.915 0.475
H -1.872 0.625 -0.350 0.376
H 1.828 -1.116 -1.297 0.117
H 2.436 -0.603 -2.884 0.495
H 3.059 0.831 -0.476 0.447
H 3.122 2.728 -1.721 0.293
H -2.090 0.280 -5.979 0.468
H 0.127 -0.814 -6.703 0.220
H 1.633 -0.978 -4.787 0.215
C 0.771 2.436 5.619 -0.441
C 0.378 3.357 4.477 0.313
O -0.301 2.482 3.596 -0.268
C -0.760 1.414 4.305 0.698
O -1.525 0.610 3.887 -0.488
O -0.221 1.409 5.540 -0.328
F 1.453 3.875 3.838 -0.281
H 1.754 2.005 5.423 0.280
H 0.746 2.898 6.600 0.273
H -0.292 4.174 4.749 0.283
```